1.
Below is a molecular structure, C23H18N3ORuTe in a non-equilibrium geometry, with properties calculated with wB97M-V/def2-TZVPD.

Structure (ORCA input):
```
! RIJCOSX wB97M-V def2-TZVPD def2/J DEFGRID3
* xyz 3 5
Te -2.49 0.30 -0.62
Ru -0.26 1.37 1.07
O 0.96 4.49 -1.49
N 0.12 2.70 -0.21
N 0.01 0.33 2.82
N 1.49 0.44 0.70
C -3.10 4.68 -0.50
C 1.78 -0.33 4.29
C 1.32 0.06 3.03
C 3.41 0.00 -0.63
C -3.06 3.36 -0.93
C -6.42 -1.06 0.79
C -2.70 2.36 -0.04
C 0.88 -0.47 5.33
C 2.15 0.10 1.82
C 2.08 0.39 -0.49
C -4.65 -0.11 -0.48
C -2.75 5.00 0.80
C 3.50 -0.26 1.75
C -5.54 0.63 -1.25
C -7.32 -0.29 0.06
C 4.13 -0.30 0.51
C -6.89 0.56 -0.95
C -2.35 2.67 1.29
C -2.41 4.00 1.71
C -0.47 -0.26 5.09
C -5.07 -1.03 0.48
C -0.86 0.16 3.83
C 0.58 3.62 -0.84
H 2.83 -0.51 4.46
H -7.61 1.14 -1.53
H 1.22 -0.77 6.32
H -8.39 -0.43 0.22
H -6.77 -1.71 1.58
H 5.17 -0.58 0.44
H -1.91 0.33 3.61
H -5.21 1.23 -2.09
H -2.30 1.87 2.05
H -4.37 -1.66 1.01
H -1.22 -0.42 5.85
H -3.30 3.11 -1.96
H -2.75 6.03 1.13
H 3.86 -0.03 -1.61
H -2.24 4.24 2.75
H -3.40 5.45 -1.19
H 4.06 -0.48 2.65
H 1.48 0.65 -1.36
*
```

## Properties
Energy above the lowest of the compared OMol25 structures with the same formula, charge and spin: 1.0000 eV
F_max: 1.9 eV Å⁻¹
Highest occupied orbital energy (spin up / spin down): -0.6652 / -0.6650 hartree
Frontier orbital gap (spin up / spin down): 8.15 / 5.08 eV
Lowest unoccupied orbital energy (spin up / spin down): -9.95 / -13.01 eV

Taken from the Mulliken analysis, the atomic charges in e are: 0.521 0.917 -0.294 -0.533 -0.182 0.003 -0.591 -0.533 0.594 -0.830 -0.523 -0.499 0.516 -0.467 0.620 -0.124 0.367 -0.651 -0.513 -0.159 -0.279 -0.493 -0.542 0.333 -0.789 -0.800 -0.387 -0.023 0.520 0.384 0.441 0.485 0.431 0.428 0.483 0.467 0.422 0.077 0.440 0.432 0.519 0.483 0.442 0.486 0.463 0.386 0.548

2.
Below is a molecular structure, C55H44As2N4S3V in a non-equilibrium geometry, with properties calculated with wB97M-V/def2-TZVPD.

Structure (ORCA input):
```
! RIJCOSX wB97M-V def2-TZVPD def2/J DEFGRID3
* xyz -2 4
As 1.06 4.22 -2.10
As -1.46 5.65 -0.61
V -0.13 -1.76 0.24
S 2.06 1.40 1.80
S -0.83 1.82 2.46
S -0.10 0.35 -0.02
N -2.10 -1.88 0.89
N 0.34 -2.22 2.05
N 1.72 -1.94 -0.28
N -0.86 -2.07 -1.59
C 2.83 -1.55 0.49
C 6.53 -0.80 3.94
C 3.85 -3.66 -6.03
C 4.11 -0.81 3.87
C 1.28 6.01 -1.21
C 1.68 -2.77 3.85
C 5.37 -1.63 2.00
C 0.39 7.90 -0.02
C -1.83 -2.24 3.35
C 5.29 -0.70 4.56
C -4.41 -1.30 0.94
C 2.09 -1.98 -1.62
C -5.04 -3.13 -2.60
C 1.37 -2.56 -2.72
C -0.43 -2.51 3.16
C 4.07 -4.22 -4.76
C 3.37 -1.30 -1.66
C -3.40 -1.95 5.25
C 0.41 -2.93 4.25
C -2.16 -2.07 -2.07
C 2.92 -1.78 1.90
C -3.32 -1.84 -1.27
C 2.78 -2.74 -6.20
C -2.13 -2.37 -3.47
C 4.13 -1.44 2.61
C 3.26 -3.86 -3.71
C -6.25 -3.20 -3.23
C 1.63 8.54 -0.18
C 0.22 6.68 -0.67
C -2.46 -4.14 4.92
C 2.13 -2.94 -3.87
C -7.20 -2.17 -3.14
C -0.02 -2.44 -2.75
C -0.85 -2.70 -3.80
C -1.64 5.49 1.35
C -3.25 -4.62 6.01
C 2.70 3.26 -1.41
C 6.58 -1.32 2.64
C -5.61 -0.91 -1.85
C 3.77 -0.97 -0.39
C -3.97 -1.34 2.26
C -3.22 -1.62 0.10
C 1.87 -2.48 -5.16
C -2.57 -1.80 2.21
C 1.67 -2.20 2.52
C -6.91 -1.05 -2.38
C -4.71 -1.97 -1.90
C 2.54 6.57 -1.20
C -2.53 -2.76 4.55
C -4.34 -2.47 6.10
C 1.61 4.83 -3.89
C -2.51 7.26 -1.06
C 2.69 7.91 -0.78
C -4.27 -3.82 6.47
C 0.41 1.32 1.44
H -5.15 -1.83 6.39
H 3.65 8.38 -0.99
H 4.61 -0.39 -0.03
H -2.99 -2.39 -4.17
H -1.85 -4.83 4.35
H 0.80 4.90 -4.60
H -4.27 -3.92 -2.58
H -5.35 -0.99 0.60
H 2.57 -2.38 -7.22
H -3.41 6.93 -1.67
H -3.30 -0.89 5.07
H -7.73 -0.32 -2.27
H -5.30 -0.02 -1.33
H 4.83 -4.97 -4.58
H 7.42 -0.36 4.46
H 3.48 -4.22 -2.69
H -1.30 4.44 1.65
H -1.83 7.75 -1.81
H -4.63 -1.35 3.14
H 3.49 3.64 -1.98
H 7.51 -1.44 2.10
H 5.36 -2.05 0.98
H 2.81 3.51 -0.31
H 0.10 -3.31 5.19
H -4.93 -4.23 7.22
H 1.04 -1.78 -5.36
H 2.43 2.15 -1.42
H -1.05 6.26 1.86
H -2.75 7.91 -0.22
H -8.16 -2.24 -3.59
H -2.71 5.60 1.44
H -0.53 -2.97 -4.85
H 1.80 9.62 0.03
H 1.92 5.90 -3.90
H -6.46 -4.07 -3.83
H 5.21 -0.49 5.69
H -3.12 -5.68 6.40
H 3.97 -1.25 -2.52
H 3.12 -0.64 4.30
H -0.37 8.49 0.51
H 2.41 4.22 -4.29
H 4.45 -3.86 -6.87
H 2.53 -3.06 4.45
H 3.46 5.94 -1.36
*
```

## Properties
Energy above the lowest of the compared OMol25 structures with the same formula, charge and spin: 0.0000 eV
F_max: 5.0 eV Å⁻¹
Highest occupied orbital energy (spin up / spin down): -0.0050 / -0.0462 hartree
Frontier orbital gap (spin up / spin down): 4.09 / 4.74 eV
Lowest unoccupied orbital energy (spin up / spin down): 3.95 / 3.48 eV

Mulliken atomic charge list, values in e, 99 entries: 0.488 0.333 0.623 -0.466 -0.445 -0.129 0.576 0.901 0.377 0.948 -0.017 -0.377 -0.380 -0.451 -0.306 -1.435 -0.532 -0.091 0.805 -0.689 -1.380 -0.394 -0.434 0.782 -0.137 -0.693 -1.755 -0.571 -1.525 -0.165 0.697 1.156 -0.831 -1.305 0.955 -0.099 -0.720 -0.432 0.064 -0.498 -0.103 -0.466 -0.060 -1.200 -0.722 -0.624 -1.035 -0.795 -0.570 -0.700 -1.359 0.606 -0.441 0.941 -0.739 -0.745 0.069 -0.013 -0.253 -0.585 -1.140 -1.190 -0.627 -0.408 0.229 0.390 0.356 0.788 0.442 0.468 0.369 0.455 0.519 0.312 0.370 0.634 0.311 0.745 0.364 0.300 0.390 -0.083 0.335 0.395 0.552 0.398 0.520 0.264 0.547 0.341 0.491 0.146 0.347 0.299 0.405 0.383 0.496 0.239 0.316

3.
Below is a molecular structure, C40H33ClN4O7PRbSSe2, with properties calculated with wB97M-V/def2-TZVPD.

Structure (ORCA input):
```
! RIJCOSX wB97M-V def2-TZVPD def2/J DEFGRID3
* xyz -2 1
Rb 0.31 -0.67 2.35
Se -0.64 -0.32 -1.32
Se 1.60 2.47 -2.29
Cl -6.42 1.17 1.52
S 2.87 3.51 1.90
P 0.50 0.70 -2.81
O -1.66 -2.15 3.71
O 5.04 -0.09 3.59
O -6.21 -1.28 4.73
O -6.84 -2.26 2.84
O 2.81 0.16 3.36
O -3.60 -3.31 3.59
O 0.84 -3.12 0.86
N -2.89 -0.34 1.92
N 0.59 2.35 2.29
N 2.96 -0.69 0.78
N -3.81 0.51 1.42
C 3.02 -1.19 -0.45
C -2.36 2.35 0.84
C 2.87 -0.08 -4.13
C -3.54 -1.14 2.75
C 1.65 -0.50 -3.62
C -4.92 -0.84 2.77
C 1.28 -1.84 -3.74
C -2.64 0.80 -5.47
C 4.17 -1.73 -1.00
C 1.11 5.48 4.98
C 4.06 -0.72 1.54
C -4.05 1.63 -0.74
C -0.29 3.68 4.17
C 3.72 -0.99 -4.76
C -1.84 0.52 -4.37
C 1.66 2.31 1.57
C 1.26 -5.05 2.16
C -5.04 0.22 1.90
C -3.61 2.59 -1.63
C 2.08 5.19 4.04
C -1.91 3.29 -0.08
C -0.59 1.10 -4.25
C -0.14 1.97 -5.24
C -0.25 -4.76 2.14
C -6.00 -1.47 3.57
C 5.26 -1.25 1.07
C 0.68 3.38 3.22
C -2.19 1.67 -6.46
C -2.53 3.41 -1.31
C -2.86 -2.33 3.42
C 5.31 -1.77 -0.21
C -0.37 -3.88 0.90
C -3.42 1.53 0.49
C 2.12 -2.74 -4.36
C -0.07 4.73 5.04
C -0.94 2.25 -6.34
C 1.84 -3.72 1.68
C 1.86 4.13 3.16
C 3.34 -2.32 -4.88
C 3.96 -0.16 2.99
H -0.45 -4.48 -0.01
H -0.56 -4.19 3.02
H 1.50 -5.85 1.45
H 0.82 2.45 -5.12
H -0.81 4.96 5.80
H 4.00 -3.04 -5.36
H -1.19 3.08 4.22
H 1.63 -5.34 3.14
H -1.04 3.89 0.15
H -2.19 -0.15 -3.59
H -4.07 2.67 -2.61
H -3.63 0.35 -5.56
H -0.58 2.94 -7.10
H 6.11 -1.24 1.74
H 1.83 -3.78 -4.43
H -1.21 -3.19 0.95
H 3.17 0.95 -4.01
H 1.84 1.59 0.78
H 4.16 -2.11 -2.01
H 4.67 -0.66 -5.14
H 0.35 -2.16 -3.30
H 6.24 -2.19 -0.60
H -6.43 -2.41 1.98
H -0.86 -5.66 2.07
H -2.82 1.90 -7.31
H 1.27 6.29 5.68
H -4.85 0.95 -0.99
H 2.09 -1.15 -1.02
H 2.76 -3.83 1.10
H 2.06 -3.06 2.53
H -1.85 2.21 1.78
H -2.15 4.12 -2.04
H 3.00 5.76 4.00
*
```

## Properties
Energy above the lowest of the compared OMol25 structures with the same formula, charge and spin: 0.7167 eV
F_max: 0.4 eV Å⁻¹
Highest occupied orbital energy: -0.1063 hartree
Frontier orbital gap: 6.61 eV
Lowest unoccupied orbital energy: 3.72 eV

Taken from the Mulliken analysis, the atomic charges in e are: 0.613 -0.301 -0.477 -0.238 -0.322 0.236 -0.714 -0.845 -0.574 -0.496 -0.451 -0.800 0.040 -0.016 0.415 0.707 0.486 -0.679 -0.141 -0.336 0.424 0.242 -0.175 -0.275 -0.595 -0.404 -0.444 0.192 -0.274 -0.579 -0.633 -0.310 0.314 -0.734 0.375 -0.666 -0.545 -0.344 0.789 -0.674 -0.354 0.451 -0.490 -0.526 -0.396 -0.660 0.089 -0.574 -0.360 0.059 -0.616 -0.608 -0.579 -0.274 0.993 -0.434 -0.160 0.248 0.064 0.249 0.329 0.375 0.337 0.440 0.382 0.371 0.268 0.360 0.382 0.368 0.546 0.372 0.084 0.304 -0.136 0.295 0.356 0.357 0.382 0.395 0.440 0.359 0.348 0.423 0.540 0.156 0.232 0.317 0.325 0.375

4.
Below is 2 unconnected molecules or ions with the total composition C7H23N6 in a non-equilibrium geometry, with properties calculated with wB97M-V/def2-TZVPD.

Structure (ORCA input):
```
! RIJCOSX wB97M-V def2-TZVPD def2/J DEFGRID3
* xyz 1 1
N 2.17 -1.18 1.71
N -2.84 0.56 0.55
N 2.14 -2.09 -0.69
N -0.10 -0.11 0.94
N -3.11 -1.61 -0.46
N 0.31 -0.51 -1.35
C 0.63 -0.45 -0.04
C -5.07 -0.47 0.33
C 4.07 2.50 -0.34
C 2.09 -0.91 0.21
C 2.84 1.57 -0.06
C -3.74 -0.36 -0.23
C 3.19 0.10 -0.32
H 3.41 -0.17 -1.41
H -5.37 0.25 1.04
H -3.54 -2.14 -1.30
H 1.95 1.97 -0.44
H 4.20 3.14 0.49
H -3.35 -2.15 0.37
H 2.22 -2.16 1.89
H 1.51 -2.75 -0.40
H 3.15 -2.54 -0.61
H -3.07 1.43 0.22
H -1.13 0.00 0.71
H 1.18 -0.45 -1.90
H 5.00 2.13 -0.43
H 3.90 3.14 -1.19
H -5.18 -1.40 0.76
H 3.08 -0.80 2.05
H 0.19 -0.07 1.93
H -0.47 -0.04 -1.63
H -3.14 0.59 1.49
H -5.84 -0.37 -0.42
H 2.70 1.67 1.08
H 4.10 -0.43 0.14
H -3.72 0.12 -1.27
*
```

## Properties
Energy above the lowest of the compared OMol25 structures with the same formula, charge and spin: 3.1133 eV
F_max: 5.0 eV Å⁻¹
Highest occupied orbital energy: -0.4767 hartree
Frontier orbital gap: 10.70 eV
Lowest unoccupied orbital energy: -2.27 eV

Taken from the Mulliken analysis, the atomic charges in e are: -0.637 -0.670 -0.597 -0.128 -0.571 -0.271 -0.485 -1.474 -1.443 1.040 -0.237 0.062 -0.996 0.398 0.439 0.286 0.424 0.381 0.246 0.208 0.267 0.301 0.215 0.303 0.289 0.458 0.344 0.408 0.300 0.304 0.258 0.236 0.324 0.230 0.406 0.383